Record 1
A structure of composition C37H51F5OReSSbSi4Te. Source: the Open Molecules 2025 dataset; level of theory: the ωB97M-V functional and the def2-TZVPD basis.

Geometry as XYZ:
```
102
Properties=species:S:1:pos:R:3:lowdin_charge:R:1
Re 0.3663 -0.6323 0.2603 0.55
F 1.0785 6.9020 0.2562 0.16
C 0.6839 5.6392 0.2781 -0.13
C 1.4964 4.6675 0.8358 -0.14
F 2.6710 5.0034 1.3637 0.13
C 1.0795 3.3504 0.8501 -0.24
F 1.8765 2.4668 1.4584 0.03
C -0.1359 2.9556 0.3104 -0.44
S -0.8183 1.3184 0.2741 0.54
C -0.9421 3.9584 -0.2244 -0.24
F -2.1267 3.6598 -0.7501 0.10
C -0.5456 5.2834 -0.2466 -0.14
F -1.3355 6.2108 -0.7716 0.15
C 2.4327 -3.7042 0.6392 -0.06
C 1.0029 -3.7085 0.1472 -0.65
C 0.1950 -4.8012 0.8270 -0.02
C 0.9204 -3.8218 -1.3649 -0.03
O 0.3837 -2.4420 0.5451 -0.52
H 2.8289 -4.7193 0.6309 0.10
H 2.4600 -3.3239 1.6614 0.09
H 3.0830 -3.0827 0.0201 0.04
H 0.6144 -5.7750 0.5717 0.10
H -0.8446 -4.7735 0.5011 0.08
H 0.2139 -4.6829 1.9113 0.09
H 1.5130 -4.6751 -1.6966 0.10
H 1.3132 -2.9211 -1.8397 0.05
H -0.1104 -3.9672 -1.6921 0.09
C 5.2901 -0.6509 3.2596 -0.21
Si 6.0005 -1.2988 1.6638 0.34
C 5.7819 -3.1427 1.5507 -0.20
C 7.8361 -0.9470 1.5780 -0.20
Si 5.1500 -0.0372 -0.1384 0.25
Te 2.5767 -0.0111 -0.6160 0.70
Si 5.7070 -0.8241 -2.2919 0.29
C 4.9542 0.2610 -3.6073 -0.22
C 7.5671 -0.8018 -2.4219 -0.20
C 5.0673 -2.5681 -2.4737 -0.21
Si 5.5632 2.2839 0.1223 0.33
C 5.0965 2.8307 1.8377 -0.20
C 4.6181 3.2234 -1.1828 -0.21
C 7.3971 2.5263 -0.1195 -0.20
H 5.5516 -1.3223 4.0818 0.04
H 4.2010 -0.5716 3.2219 0.03
H 5.6903 0.3360 3.4929 0.02
H 6.5211 -3.6052 2.2107 0.05
H 5.9492 -3.5261 0.5431 0.02
H 4.7976 -3.4633 1.8796 0.01
H 8.3369 -1.4682 2.3987 0.05
H 8.0604 0.1146 1.6756 0.01
H 8.2774 -1.2990 0.6438 0.02
H 5.4243 1.2455 -3.6286 0.03
H 3.8826 0.4051 -3.4605 0.00
H 5.0983 -0.2010 -4.5876 0.04
H 7.9689 0.2075 -2.3197 0.02
H 7.8679 -1.1834 -3.4013 0.04
H 8.0363 -1.4294 -1.6623 0.02
H 3.9737 -2.5954 -2.4568 0.01
H 5.4340 -3.2204 -1.6790 0.02
H 5.3935 -2.9855 -3.4299 0.04
H 4.0807 2.5480 2.1035 0.01
H 5.1720 3.9190 1.9081 0.04
H 5.7722 2.4002 2.5782 0.02
H 3.5650 2.9333 -1.2169 0.00
H 5.0412 3.0606 -2.1747 0.02
H 4.6623 4.2942 -0.9667 0.04
H 7.9818 2.0099 0.6406 0.02
H 7.6297 3.5925 -0.0464 0.05
H 7.7326 2.1799 -1.0985 0.02
C -2.3809 -4.7123 4.0633 -0.07
C -1.6288 -3.5464 4.1375 -0.08
C -1.6767 -2.6253 3.1018 -0.16
C -2.4960 -2.8474 1.9956 -0.38
C -3.2457 -4.0175 1.9270 -0.12
C -3.1839 -4.9486 2.9574 -0.07
Sb -2.5126 -1.4081 0.4387 1.51
C -3.7434 0.0750 1.3259 -0.42
C -3.8390 0.2219 2.7049 -0.11
C -4.6193 1.2381 3.2434 -0.07
C -5.3054 2.1080 2.4087 -0.07
C -5.2118 1.9657 1.0304 -0.07
C -4.4299 0.9552 0.4906 -0.15
C -3.9379 -2.2246 -0.8807 -0.39
C -5.2502 -2.3680 -0.4310 -0.13
C -6.2023 -2.9300 -1.2691 -0.07
C -5.8519 -3.3405 -2.5492 -0.07
C -4.5492 -3.1891 -2.9998 -0.08
C -3.5887 -2.6308 -2.1656 -0.13
H -2.3403 -5.4347 4.8680 0.11
H -0.9997 -3.3595 4.9984 0.11
H -1.0605 -1.7330 3.1613 0.09
H -3.8808 -4.2148 1.0717 0.09
H -3.7644 -5.8600 2.8938 0.11
H -3.3236 -0.4591 3.3712 0.09
H -4.6918 1.3469 4.3178 0.11
H -5.9175 2.8942 2.8311 0.11
H -5.7460 2.6425 0.3762 0.11
H -4.3608 0.8589 -0.5877 0.10
H -5.5330 -2.0366 0.5611 0.11
H -7.2213 -3.0433 -0.9227 0.11
H -6.5998 -3.7762 -3.1985 0.11
H -4.2799 -3.5016 -4.0001 0.11
H -2.5734 -2.5097 -2.5250 0.09
```

The frontier orbital gap (alpha / beta) is 6.07 / 6.68 eV. The energy above the lowest of the compared OMol25 structures with the same formula, charge and spin is 110.4 kJ/mol. The calculation puts the LUMO energy (alpha / beta) at -4.620 / -4.087 eV. Its total charge is +1. Its spin multiplicity is 2. The expectation value of S² is 0.933.

=====

Record 2
The molecule CH2O2S2. Source: the Open Molecules 2025 dataset; level of theory: the ωB97M-V functional and the def2-TZVPD basis.

Geometry as XYZ:
```
7
Properties=species:S:1:pos:R:3:lowdin_charge:R:1
O 1.9717 0.2946 0.8289 0.03
O 0.7526 0.5752 0.0406 -0.24
C -0.4417 -0.1206 0.0244 -1.27
S -0.7885 -1.5517 0.6738 0.68
S -1.5000 0.8929 -0.9252 0.81
H 2.5413 -0.1454 0.1815 0.11
H -2.5354 0.0550 -0.8240 -0.11
```

The frontier orbital gap is 9.30 eV. The energy above the lowest of the compared OMol25 structures with the same formula, charge and spin is 277.1 kJ/mol. The calculation puts the LUMO energy at 0.059 eV.

=====

Record 3
A structure of composition C11H12BCoN6O2S. Source: the Open Molecules 2025 dataset; level of theory: the ωB97M-V functional and the def2-TZVPD basis.

Geometry as XYZ:
```
34
Properties=species:S:1:pos:R:3:lowdin_charge:R:1
Co 0.1186 0.4079 0.3891 0.65
O -1.6895 -0.5241 0.6990 -0.17
N -1.7064 -1.5907 1.4439 -0.20
C -2.8505 -2.2353 1.3684 0.01
C -2.9009 -3.4959 1.9331 0.01
C -1.9513 -3.9354 2.8642 -0.02
C -0.7976 -3.1952 2.9238 -0.01
C -0.6514 -1.9363 2.2273 -0.57
S 0.7497 -1.0069 2.1743 0.95
H -3.4088 -1.8525 0.4830 0.18
H -3.8253 -4.1201 1.5955 0.17
H -2.0472 -4.9357 3.3167 0.14
H 0.0823 -3.4658 3.4639 0.11
B 1.5154 1.0253 -1.9884 -0.32
N 2.0024 1.9558 -0.7665 -0.10
C 3.0429 2.6790 -0.7043 -0.04
C 3.1488 3.2626 0.6731 0.02
C 2.0975 2.6325 1.2473 -0.16
N 1.3220 1.8909 0.4040 -0.09
N -0.0347 1.4816 -2.3856 -0.08
C -0.6952 1.8934 -3.4851 -0.04
C -2.0538 1.6449 -3.1976 -0.04
C -2.0354 1.1000 -1.9109 -0.17
N -0.8459 0.9718 -1.4569 -0.07
H 1.4653 -0.2310 -1.6623 0.06
H 2.3964 1.0305 -2.9767 0.09
H 3.7584 3.0139 -1.3900 0.12
H 3.9526 3.7969 0.9410 0.06
H 1.7235 2.9706 2.3097 0.15
H -0.1091 2.3627 -4.3048 0.14
H -2.9213 2.1398 -3.6651 0.11
H -2.7095 0.7364 -1.1727 0.09
O 2.7054 -2.7179 0.5361 -0.06
N 3.1527 -1.7535 0.0732 0.09
```

The frontier orbital gap (alpha / beta) is 7.67 / 4.31 eV. The calculation puts the LUMO energy (alpha / beta) at -3.976 / -7.375 eV. Its total charge is +1. Its spin multiplicity is 6. The expectation value of S² is 8.802.

=====

Record 4
A structure of composition C47H50AsBF2LuN6OS6. Source: the Open Molecules 2025 dataset; level of theory: the ωB97M-V functional and the def2-TZVPD basis.

Geometry as XYZ:
```
115
Properties=species:S:1:pos:R:3:lowdin_charge:R:1
Lu -0.0765 0.0460 0.4069 1.21
C -0.2200 -2.3867 3.0439 -0.13
N -0.3115 -2.5758 1.5925 -0.20
C 0.8576 -3.3414 1.1341 -0.17
C 1.0959 -3.1613 -0.3631 -0.18
N 1.6124 -1.8163 -0.6835 -0.21
C 1.5436 -1.6316 -2.1381 -0.12
C 2.9726 -1.7157 -0.1756 -0.29
C 4.0163 -2.3542 -0.8295 -0.04
C 5.2937 -2.3950 -0.3040 -0.09
C 5.5484 -1.7734 0.9076 -0.13
C 4.5357 -1.1072 1.5541 -0.14
C 3.2369 -1.0560 1.0375 -0.63
S 2.0580 -0.2022 1.9828 0.57
C -1.5352 -3.2648 1.2419 -0.29
C -2.0055 -4.3248 2.0084 -0.05
C -3.1950 -4.9700 1.7121 -0.12
C -3.9344 -4.5629 0.6109 -0.12
C -3.4770 -3.5264 -0.1700 -0.14
C -2.2833 -2.8547 0.1224 -0.61
S -1.8096 -1.5841 -0.9614 0.58
H 0.0591 -3.3063 3.5760 0.08
H -1.1825 -2.0365 3.4181 0.08
H 0.5386 -1.6313 3.2558 0.00
H 0.7292 -4.4169 1.3523 0.13
H 1.7350 -2.9920 1.6872 0.10
H 0.1497 -3.2995 -0.8964 0.08
H 1.7994 -3.9383 -0.7075 0.13
H 2.0328 -2.4425 -2.6912 0.08
H 2.0192 -0.6920 -2.4076 0.01
H 0.4954 -1.5902 -2.4390 0.03
H 3.8296 -2.8442 -1.7741 0.10
H 6.0765 -2.9158 -0.8324 0.10
H 6.5351 -1.8139 1.3442 0.10
H 4.7121 -0.5955 2.4866 0.09
H -1.4435 -4.6463 2.8752 0.10
H -3.5305 -5.7910 2.3329 0.09
H -4.8652 -5.0554 0.3604 0.10
H -4.0356 -3.1966 -1.0341 0.09
F -1.8890 2.6952 0.8080 -0.01
B -0.5600 2.2672 0.7623 -0.67
F -0.2521 2.2604 2.1229 0.00
S 6.7707 0.8534 -4.7396 0.54
C 5.6894 1.1104 -3.5242 -1.12
S 3.9554 1.1196 -3.7496 0.91
C 3.7632 1.3812 -1.9394 -1.09
N 4.9105 1.4045 -1.3699 0.01
N 5.9654 1.2814 -2.2102 -0.16
C 7.2349 1.2872 -1.6085 -0.20
C 7.3361 0.7607 -0.3226 -0.01
C 8.5619 0.7244 0.3109 -0.09
C 9.6868 1.2262 -0.3235 -0.11
C 9.5762 1.7812 -1.5865 -0.09
C 8.3559 1.8182 -2.2364 -0.06
S 2.2609 1.6257 -1.2628 0.55
H 6.4425 0.3717 0.1377 0.08
H 8.6415 0.2982 1.3004 0.10
H 10.6509 1.1821 0.1612 0.09
H 10.4490 2.1901 -2.0754 0.10
H 8.2866 2.2413 -3.2248 0.05
O -1.8648 -0.0371 1.8380 -0.57
As -3.1141 0.8594 2.3544 1.25
C -4.3391 1.5151 0.9852 -0.27
C -5.4728 2.2312 1.3457 -0.10
C -6.2639 2.7937 0.3594 -0.09
C -5.9140 2.6560 -0.9746 -0.08
C -4.7949 1.9235 -1.3308 -0.07
C -4.0159 1.3379 -0.3500 -0.11
C -4.2869 -0.2750 3.4440 -0.27
C -5.0530 0.2331 4.4875 -0.11
C -5.9033 -0.6028 5.1923 -0.09
C -5.9934 -1.9486 4.8682 -0.09
C -5.2386 -2.4578 3.8241 -0.07
C -4.3960 -1.6190 3.1150 -0.07
C -2.6859 2.2692 3.6328 -0.30
C -2.1410 1.8873 4.8523 -0.09
C -1.7495 2.8528 5.7640 -0.08
C -1.9087 4.1955 5.4585 -0.08
C -2.4758 4.5741 4.2529 -0.07
C -2.8781 3.6096 3.3451 -0.09
H -5.7159 2.3578 2.3970 0.10
H -7.1396 3.3637 0.6339 0.10
H -6.5132 3.1327 -1.7356 0.10
H -4.4963 1.8286 -2.3625 0.10
H -3.1247 0.7746 -0.6165 0.01
H -4.9802 1.2884 4.7430 0.10
H -6.4996 -0.2068 6.0035 0.10
H -6.6527 -2.5970 5.4299 0.10
H -5.3026 -3.5011 3.5496 0.10
H -3.8052 -2.0028 2.2923 0.09
H -2.0111 0.8283 5.0657 0.12
H -1.3160 2.5618 6.7117 0.10
H -1.5794 4.9524 6.1563 0.10
H -2.5964 5.6228 4.0168 0.10
H -3.3120 3.8928 2.3952 0.10
C 0.0884 -0.0836 -6.0564 -0.06
N -0.7388 0.1076 -4.8896 -0.20
C -1.5374 -1.0314 -4.5152 -0.10
C -0.6823 1.2219 -4.1270 -0.73
S -1.2909 1.2751 -2.5720 0.70
N -0.0999 2.3289 -4.6977 -0.23
C 0.3807 3.3530 -3.7964 -0.13
C -0.6909 2.8854 -5.8980 -0.07
H 0.5634 -1.0666 -5.9980 0.09
H 0.8649 0.6764 -6.0899 0.09
H -0.4976 -0.0489 -6.9822 0.09
H -2.3556 -1.1634 -5.2293 0.09
H -1.9499 -0.8812 -3.5197 -0.03
H -0.9350 -1.9414 -4.5090 0.09
H 0.9216 2.8835 -2.9762 -0.02
H -0.4359 3.9532 -3.3817 0.08
H 1.0601 3.9993 -4.3512 0.09
H -1.1942 2.1169 -6.4762 0.07
H 0.0825 3.3520 -6.5124 0.09
H -1.4326 3.6506 -5.6323 0.09
```

The frontier orbital gap is 6.55 eV. The energy above the lowest of the compared OMol25 structures with the same formula, charge and spin is 495.2 kJ/mol. The calculation puts the LUMO energy at 2.147 eV. Its total charge is -1.